# 1
{"formula": "C2H9N2S", "method": "the ωB97M-V functional and the def2-TZVPD basis", "elements": ["C", "N", "N", "H", "H", "H", "C", "S", "H", "H", "H", "H", "H", "H"], "xyz": [[1.48775, -0.72429, 0.00391], [-0.01533, 0.81487, -1.10949], [-0.84094, -0.88902, 0.23957], [0.72975, 1.39410, -1.25010], [0.11314, 1.95210, 1.93163], [-0.77010, -1.82966, 0.54196], [0.17385, -0.21646, -0.29275], [-2.36143, -0.17224, 0.15089], [1.68811, -1.75196, 0.33428], [-0.13854, 1.65252, 1.22604], [1.96178, -0.02247, 0.63852], [-3.32404, -0.98385, -0.41693], [-0.87407, 1.32301, -1.20313], [2.17006, -0.54665, -0.79440]], "forces_ev_per_angstrom": [[1.93, -0.25, -0.39], [-1.22, -1.40, 1.26], [-0.69, 0.70, -1.49], [2.69, 1.51, -0.71], [-0.60, -0.74, -1.68], [0.60, -0.71, 0.69], [-1.33, -1.25, -0.78], [-2.21, 1.17, 0.76], [-0.86, 0.40, 0.13], [0.59, 0.90, 1.91], [0.25, 0.61, 1.69], [1.38, -0.32, -0.06], [-0.75, -0.42, 0.09], [0.21, -0.20, -1.41]], "lowdin_charge": [0.02, 0.20, -0.29, 0.10, 0.10, 0.12, -0.49, 0.86, 0.13, 0.02, 0.10, -0.07, 0.09, 0.10], "orbital_gap_ev": 10.28, "relative_energy_kj_mol": 215.8, "homo_energy_ev": -14.158, "total_energy_ev": -16027.1702, "charge": 1}


# 2
{"formula": "C2H8N3O", "method": "the ωB97M-V functional and the def2-TZVPD basis", "elements": ["H", "H", "H", "O", "N", "N", "N", "C", "H", "H", "H", "C", "H", "H"], "xyz": [[-0.64459, -2.74888, 0.34043], [-0.58716, 1.85488, -0.95294], [-2.88030, 1.05049, 0.62233], [-2.19880, 0.72904, 0.02370], [0.07874, 1.55351, -0.29659], [-1.63317, -0.42323, 0.10867], [0.49256, 0.38589, -0.01083], [0.02850, -2.06422, -0.16913], [0.59659, 2.40632, 0.10730], [0.13614, -2.32967, -1.22456], [0.96846, -2.26634, 0.19353], [-0.33087, -0.59257, -0.14973], [2.67357, 1.25190, 0.91069], [3.30032, 1.19288, 0.49713]], "forces_ev_per_angstrom": [[-0.48, 0.53, -0.16], [-1.49, -0.50, -1.13], [-0.68, -1.46, 0.90], [1.99, 2.66, -2.07], [2.96, 2.21, 1.94], [-0.60, -1.69, 1.31], [0.95, 3.36, 0.15], [-0.78, 0.73, -1.59], [-0.38, -2.06, -0.64], [-0.41, -0.23, -0.02], [2.36, 0.03, 1.16], [-3.59, -3.63, 0.10], [0.47, -0.04, -0.17], [-0.32, 0.11, 0.23]], "lowdin_charge": [0.10, 0.13, 0.17, 0.07, 0.18, 0.13, 0.14, 0.02, 0.19, 0.10, 0.06, -0.34, 0.00, 0.04], "orbital_gap_ev": 8.57, "relative_energy_kj_mol": 733.0, "homo_energy_ev": -15.376, "total_energy_ev": -8708.8792, "charge": 1}


# 3
{"formula": "C39H52Cl3N5O3SSiSn", "method": "the ωB97M-V functional and the def2-TZVPD basis", "elements": ["C", "C", "Cl", "H", "Sn", "C", "H", "C", "H", "H", "Si", "H", "H", "H", "C", "N", "H", "H", "O", "H", "C", "H", "C", "H", "C", "C", "O", "C", "C", "H", "C", "C", "C", "C", "H", "Cl", "H", "C", "H", "N", "N", "H", "H", "C", "H", "C", "C", "C", "H", "H", "H", "H", "H", "H", "H", "H", "C", "C", "C", "C", "Cl", "H", "C", "H", "H", "N", "C", "C", "H", "H", "C", "C", "C", "H", "H", "H", "C", "H", "C", "C", "C", "H", "C", "H", "H", "H", "H", "N", "H", "C", "H", "C", "H", "H", "H", "H", "H", "H", "H", "C", "H", "S", "H", "C", "O"], "xyz": [[5.39132, -2.02975, -4.78818], [-1.62480, -2.11238, 5.31089], [-1.84180, 0.93029, 5.74245], [-4.88773, -2.24152, -1.68899], [-0.73751, 0.12375, -0.92989], [0.10619, 0.12445, -5.73021], [0.81434, 2.82707, 0.83952], [1.63703, -1.88012, 6.20748], [5.39075, -2.83123, -5.51479], [-1.09076, 2.78023, 2.46319], [2.71203, 0.74065, -3.33043], [-3.27912, 2.45936, -0.20635], [4.20545, 2.47472, -5.28008], [-0.87224, 1.05163, 2.63777], [2.98305, 5.32007, -3.91801], [1.16136, 0.77198, 0.93066], [-2.62935, 3.51474, 1.04821], [3.34497, -1.53026, -5.13832], [-2.41166, -0.00282, -2.11450], [1.24043, 2.27593, 2.46038], [6.53726, -1.75073, -4.05485], [-0.39892, 2.13068, -5.23229], [-3.62376, -0.65368, -2.43459], [7.43484, -2.33302, -4.21485], [-2.27412, -3.31823, 2.04539], [2.13646, 3.40378, -2.74433], [-0.95200, -3.33658, 5.48816], [-3.91149, -1.80265, -1.47930], [1.23559, -2.34966, 4.99002], [3.27698, 0.04994, 3.79241], [-3.59194, -1.14919, -3.87424], [5.39163, 0.02864, -2.91660], [-2.15451, -1.62724, 6.63765], [-2.76956, 0.17421, 8.14337], [1.52561, 2.97133, -1.95784], [1.19312, -2.48797, 7.74036], [0.80347, 0.18231, -7.67195], [2.21429, 4.77857, -2.89348], [-0.59730, 3.91581, -0.39293], [-1.22608, 2.50937, -1.80521], [-1.66439, 1.61858, 0.78320], [-0.93608, -1.36122, 4.91474], [-3.51586, -1.50375, 4.44708], [2.67153, -0.62862, 4.37185], [-3.24104, -3.25379, 4.49471], [2.84658, 2.55333, -3.60417], [-0.77802, 1.87583, 1.93086], [0.68626, 2.01021, 1.55356], [0.08512, -3.58951, 3.70475], [-3.32871, -2.83443, 9.59057], [-4.52610, -1.64976, -4.13002], [2.12232, 0.87281, 0.62819], [-3.15248, -2.58160, -1.59059], [-2.42473, -3.59380, 7.41182], [7.42630, -0.51629, -2.54030], [-4.44116, 0.07440, -2.34693], [1.84175, -1.61279, 3.93093], [-2.35341, 2.80440, 0.26313], [1.14228, 0.51817, -6.67728], [-2.77294, -2.28919, 4.30793], [-3.74908, -0.21594, 10.61556], [-3.44756, -0.31796, -4.56748], [6.53600, -0.72684, -3.11733], [-1.48807, -3.36840, -0.00892], [-3.90173, -1.44932, -0.44699], [-2.30112, -2.26876, 2.92527], [-2.28536, -0.27496, 6.92764], [3.68126, 4.48864, -4.78426], [1.31718, 1.59025, -6.71677], [-2.66139, -4.28976, 2.29978], [-1.52952, 3.51365, -0.79088], [-2.54145, -2.53761, 7.61504], [-1.74108, -1.21287, 2.30219], [-1.73851, 1.06607, -5.69653], [5.41301, 0.83893, -2.19576], [2.07031, -0.03621, -6.50936], [4.22733, -0.24636, -3.64142], [-2.85482, 1.23143, 8.34975], [3.62617, 3.11265, -4.62055], [-3.03443, -2.11715, 8.83739], [-0.08165, -1.28316, -5.40234], [-0.20550, -1.38749, -4.32067], [4.24156, -1.28761, -4.57644], [-1.61239, -0.25980, 2.78609], [-2.09683, 2.17954, -2.22154], [0.71325, -1.92605, -5.77084], [0.69210, -4.41887, 5.14396], [-1.35796, -1.52081, 1.07579], [-2.11940, 4.35307, -1.16872], [-1.69157, -2.84532, 0.90994], [-2.77677, -1.86911, -3.98972], [-0.78415, 1.11707, -5.14731], [1.67566, -1.84771, 2.88678], [1.68369, 5.43297, -2.21336], [-1.03969, -1.61109, -5.83237], [1.15427, 0.01748, 1.61120], [4.28271, 4.91401, -5.57654], [-2.38862, 0.97808, 1.08785], [-0.65800, 2.88110, -2.56010], [-3.14287, -0.75951, 9.09553], [3.04859, 6.39389, -4.03338], [2.72879, -0.56089, 6.07943], [-1.03712, 0.84098, -4.12127], [0.27134, -3.48216, 4.77927], [1.35476, 0.15639, -2.90730]], "forces_ev_per_angstrom": [[-0.03, -0.01, -0.03], [-0.05, 0.09, -0.11], [0.04, 0.05, -0.13], [0.00, -0.03, 0.05], [0.47, -0.56, -0.44], [-0.05, -0.10, 0.19], [0.05, -0.02, 0.03], [0.12, 0.07, -0.09], [0.03, 0.01, -0.01], [-0.05, -0.03, -0.04], [0.23, 0.10, -0.04], [0.03, 0.04, 0.02], [0.01, 0.00, 0.03], [0.26, 0.49, -0.09], [0.02, -0.05, -0.01], [0.12, 0.28, 0.44], [0.03, -0.17, 0.13], [0.01, -0.04, 0.03], [-0.39, 0.24, -0.33], [-0.01, 0.06, -0.03], [-0.01, 0.03, 0.01], [0.00, -0.01, -0.01], [-0.05, -0.05, 0.18], [-0.01, 0.00, 0.00], [0.04, -0.04, 0.01], [-0.06, 0.01, -0.13], [-0.01, -0.09, 0.01], [0.00, 0.09, -0.11], [-0.08, -0.02, 0.03], [-0.01, 0.00, -0.02], [0.04, 0.00, 0.12], [0.02, 0.10, -0.10], [0.01, 0.00, -0.03], [-0.01, 0.07, 0.03], [0.03, 0.03, 0.03], [-0.01, 0.01, 0.02], [-0.05, -0.06, 0.04], [-0.03, 0.01, 0.02], [-0.03, 0.00, 0.08], [0.07, 0.15, -0.51], [-0.36, -0.24, 0.39], [0.00, 0.02, 0.05], [-0.01, 0.01, -0.08], [0.03, 0.08, 0.02], [-0.08, 0.02, -0.03], [-0.01, -0.05, 0.23], [0.29, 0.31, 0.15], [0.09, 0.00, 0.08], [0.02, -0.03, -0.02], [0.00, 0.01, 0.00], [0.00, 0.02, -0.05], [0.04, -0.01, -0.08], [-0.02, 0.02, 0.02], [0.00, 0.00, 0.03], [0.01, 0.00, -0.02], [-0.04, 0.01, 0.00], [-0.04, 0.01, 0.04], [-0.12, 0.33, -0.12], [0.14, 0.18, -0.01], [0.02, 0.12, 0.16], [-0.01, 0.01, 0.04], [0.00, -0.01, -0.02], [0.02, -0.02, 0.04], [-0.01, -0.01, 0.02], [-0.01, -0.04, 0.02], [0.00, 0.00, 0.05], [-0.07, -0.13, 0.06], [0.00, 0.05, -0.01], [-0.01, -0.01, 0.00], [0.00, 0.02, 0.03], [-0.11, -0.05, -0.02], [0.04, 0.01, 0.00], [-0.14, -0.48, 0.04], [0.04, -0.06, -0.07], [0.01, 0.01, -0.01], [-0.04, -0.05, -0.01], [-0.11, 0.02, -0.06], [0.01, 0.00, -0.02], [0.10, -0.07, 0.05], [-0.01, -0.06, 0.02], [0.04, -0.15, -0.01], [0.02, 0.05, 0.02], [-0.04, -0.03, 0.09], [-0.30, -0.46, 0.13], [0.08, -0.18, -0.02], [-0.03, 0.01, -0.04], [-0.01, -0.02, -0.01], [-0.22, 0.16, 0.17], [0.08, 0.04, -0.06], [0.17, 0.08, -0.10], [-0.01, 0.00, -0.03], [-0.02, 0.11, 0.04], [0.01, -0.03, 0.00], [0.01, 0.00, -0.01], [-0.03, 0.08, 0.00], [-0.03, -0.04, 0.02], [-0.01, 0.01, 0.01], [-0.08, -0.07, 0.12], [0.07, 0.04, 0.09], [0.03, -0.02, -0.08], [-0.01, -0.01, -0.01], [-0.06, -0.08, 0.00], [-0.09, -0.05, 0.08], [0.11, -0.02, -0.04], [-0.02, 0.00, -0.54]], "lowdin_charge": [-0.06, -0.32, 0.71, 0.09, 1.34, -0.21, 0.10, -0.96, 0.11, 0.13, 0.66, 0.13, 0.11, 0.07, -0.05, -0.05, 0.13, 0.08, -0.51, 0.12, -0.05, 0.11, -0.55, 0.12, -0.03, -0.11, -0.11, -0.06, -0.33, 0.06, -0.06, -0.09, -0.21, -0.12, 0.08, 0.73, 0.15, -0.06, 0.11, -0.05, -0.14, 0.10, 0.14, -0.42, 0.15, -0.27, -0.20, -0.24, 0.12, 0.12, 0.09, 0.08, 0.07, 0.13, 0.12, 0.13, -0.16, -0.19, 0.02, -0.03, 0.72, 0.06, -0.06, 0.11, 0.07, -0.04, -0.57, -0.06, 0.10, 0.14, -0.23, -0.01, -0.17, 0.14, 0.11, 0.10, -0.27, 0.11, -0.09, -0.08, 0.00, 0.11, -0.10, 0.09, 0.07, 0.10, 0.14, -0.03, 0.13, -0.14, 0.07, 0.00, 0.10, 0.11, 0.14, 0.05, 0.12, 0.10, 0.07, -0.66, 0.12, 1.03, 0.07, -0.14, -0.42], "orbital_gap_ev": 5.18, "relative_energy_kj_mol": 382.4, "homo_energy_ev": -12.221, "total_energy_ev": -116978.7408, "charge": 2}